# 1
A cluster of 2 separate species, C3H3ClO2 in total in a non-equilibrium geometry. Source: OMol25; level of theory: ωB97M-V with the def2-TZVPD basis set.

Output
Energy relative to the best compared isomer or geometry (same formula, charge and spin) ... 2.828 eV
Largest force on an atom ... 3.9 eV/Å
LUMO energy (spin up / spin down) ... -0.13 / -0.13 eV
Energy ... -726.67601 a.u.

Geometry as XYZ:
```
9
Properties=species:S:1:pos:R:3:lowdin_charge:R:1
C -0.40238 -0.51896 0.51506 -0.26
C 1.42324 1.18595 0.41392 -0.76
C -0.96299 -0.71999 -0.77270 -0.03
O -0.46498 -0.97669 1.57639 0.16
O 1.93174 1.55161 -0.57646 -0.01
Cl 1.65167 1.72679 2.02483 0.61
H -0.78595 -1.73807 -1.28219 0.15
H -0.38233 0.00990 -1.26251 0.05
H -2.00803 -0.52054 -0.63633 0.10
```



# 2
An isolated molecule of C3H3ClO2 in a non-equilibrium geometry. Source: OMol25; level of theory: ωB97M-V with the def2-TZVPD basis set.

Output
Energy relative to the best compared isomer or geometry (same formula, charge and spin) ... 1.624 eV
Largest force on an atom ... 3.9 eV/Å
SMILES ... C=COC(=O)Cl
LUMO energy ... 0.72 eV
Energy ... -726.72025 a.u.

Geometry as XYZ:
```
9
Properties=species:S:1:pos:R:3:lowdin_charge:R:1
C 0.92924 -1.77919 0.13189 -0.90
C -0.12028 0.91214 0.21417 -0.04
C -1.00352 1.43054 -0.59242 0.04
O 1.32101 -2.55359 -0.65609 0.10
O 0.43076 -0.51720 -0.22003 -0.13
Cl 0.85141 -2.05552 1.86117 0.69
H 0.34621 1.24558 1.12266 0.10
H -1.34165 0.91287 -1.47315 0.08
H -1.41317 2.40437 -0.38821 0.07
```



# 3
An isolated molecule of C3H3ClO2S in a non-equilibrium geometry. Source: OMol25; level of theory: ωB97M-V with the def2-TZVPD basis set.

Output
Energy relative to the best compared isomer or geometry (same formula, charge and spin) ... 2.758 eV
Largest force on an atom ... 2.9 eV/Å
LUMO energy ... -0.69 eV
Energy ... -1124.85704 a.u.

Geometry as XYZ:
```
10
Properties=species:S:1:pos:R:3:lowdin_charge:R:1
C 0.09720 1.17603 0.58705 -0.24
C -0.02896 -0.01848 1.08734 -0.14
C 0.25249 -1.27421 1.31857 0.04
O 0.62110 0.47655 -2.96359 -0.42
O 0.13660 1.42393 -0.76028 -0.34
S 0.24280 0.09703 -1.63747 0.75
Cl -1.99301 -0.42064 -1.67066 0.09
H -0.14121 2.06410 1.23310 0.15
H -0.44289 -1.96599 1.60690 0.04
H 1.25589 -1.55832 1.19903 0.07
```



# 4
A cluster of 2 separate species, C3H3ClO5 in total in a non-equilibrium geometry. Source: OMol25; level of theory: ωB97M-V with the def2-TZVPD basis set.

Output
Energy relative to the best compared isomer or geometry (same formula, charge and spin) ... 0.000 eV
Largest force on an atom ... 3.1 eV/Å
SMILES ... O=C(O)[C@H](O)Cl.O=C=O
LUMO energy ... 0.40 eV
Energy ... -952.53529 a.u.

Geometry as XYZ:
```
12
Properties=species:S:1:pos:R:3:lowdin_charge:R:1
C -2.84938 0.07423 -1.43981 -0.40
C -0.15986 -0.31153 0.72788 -0.58
C 0.70831 0.18265 -0.47200 -0.66
O -3.74762 -0.60685 -1.50566 0.27
O -1.09331 0.25055 1.16975 0.14
O -1.87383 0.70084 -1.44656 0.12
O 0.34572 -1.48229 1.15302 0.05
O 0.48710 1.47361 -0.79340 -0.04
Cl 0.40876 -0.94959 -1.87434 0.65
H 1.80873 -0.03522 -0.07137 0.17
H 0.05505 -1.93211 2.04136 0.19
H -0.43384 1.56922 -1.15969 0.08
```



# 5
A structure of composition C3H3ClO5S in a non-equilibrium geometry. Source: OMol25; level of theory: ωB97M-V with the def2-TZVPD basis set.

Output
Energy relative to the best compared isomer or geometry (same formula, charge and spin) ... 1.800 eV
Largest force on an atom ... 2.7 eV/Å
Charge ... -2
LUMO energy ... 6.08 eV
Energy ... -1350.65879 a.u.

Geometry as XYZ:
```
13
Properties=species:S:1:pos:R:3:lowdin_charge:R:1
C -2.10284 1.34991 0.21717 -0.73
C 1.76167 0.21355 0.11450 -0.33
C 0.86249 -0.80147 0.81813 -0.79
O -2.13860 1.09152 1.37938 0.03
O -0.89171 0.62961 -0.49415 -0.27
O -2.70444 2.07878 -0.57560 -0.04
O -0.23534 -1.40586 -1.68336 -0.42
O -1.62270 -1.56295 0.30285 -0.38
S -0.53115 -0.87177 -0.34691 0.41
Cl 1.45401 -2.41695 0.40400 0.41
H 1.35887 1.18611 0.24134 0.03
H 2.73811 0.30556 0.58491 0.03
H 2.05163 0.20394 -0.96226 0.06
```



# 6
A structure of composition C3H3ClS in a non-equilibrium geometry. Source: OMol25; level of theory: ωB97M-V with the def2-TZVPD basis set.

Output
Energy relative to the best compared isomer or geometry (same formula, charge and spin) ... 5.172 eV
Largest force on an atom ... 3.4 eV/Å
LUMO energy (spin up / spin down) ... -0.78 / -0.42 eV
Energy ... -974.25360 a.u.

Geometry as XYZ:
```
8
Properties=species:S:1:pos:R:3:lowdin_charge:R:1
C 1.11350 -0.23463 -0.22382 -0.62
C 1.12570 -0.02292 1.08510 -0.36
C -1.26243 -0.23351 0.10856 -0.45
S 1.41634 1.44768 0.09235 0.73
Cl -1.28107 1.39153 -0.31819 0.61
H 1.20455 -0.99098 -1.10406 0.13
H -0.92448 -0.47945 1.03183 -0.04
H -1.39211 -0.87773 -0.67177 0.00
```



# 7
A cluster of 2 separate species, C3H3ClS in total in a non-equilibrium geometry. Source: OMol25; level of theory: ωB97M-V with the def2-TZVPD basis set.

Output
Energy relative to the best compared isomer or geometry (same formula, charge and spin) ... 5.874 eV
Largest force on an atom ... 4.1 eV/Å
LUMO energy (spin up / spin down) ... -3.85 / -3.85 eV
Energy ... -974.22778 a.u.

Geometry as XYZ:
```
8
Properties=species:S:1:pos:R:3:lowdin_charge:R:1
C -0.76311 -1.69528 2.37851 -0.13
C -0.87511 -1.38766 1.23232 -0.07
C 0.42523 1.17487 -1.34920 -1.04
S -0.75531 -0.14268 -1.53848 0.71
Cl 2.12689 0.67967 -1.61919 0.47
H -0.70433 -2.15191 3.33087 0.00
H 0.35889 1.58478 -0.34057 0.03
H 0.18685 1.93823 -2.09426 0.03
```



# 8
A structure of composition C3H3CoO2 in a non-equilibrium geometry. Source: OMol25; level of theory: ωB97M-V with the def2-TZVPD basis set.

Output
2S+1 ... 5
Energy relative to the best compared isomer or geometry (same formula, charge and spin) ... 1.865 eV
Largest force on an atom ... 5.4 eV/Å
Charge ... +2
LUMO energy (spin up / spin down) ... -12.35 / -12.99 eV
Energy ... -1648.39558 a.u.

Geometry as XYZ:
```
9
Properties=species:S:1:pos:R:3:lowdin_charge:R:1
O 0.54745 -0.34614 -0.09359 0.15
C 1.61211 0.23442 -0.01827 -0.25
O 2.78874 0.04862 -0.02956 0.01
Co 4.51698 0.78336 0.03980 1.43
C -1.14634 0.26630 0.03742 0.14
C -2.13657 -0.56705 -0.01422 0.12
H -1.01767 1.34234 0.14801 0.13
H -3.13322 -0.11471 0.06643 0.14
H -2.03148 -1.64714 -0.13602 0.12
```



# 9
A structure of composition C3H3CsLiMgO3 in a non-equilibrium geometry. Source: OMol25; level of theory: ωB97M-V with the def2-TZVPD basis set.

Output
Energy relative to the best compared isomer or geometry (same formula, charge and spin) ... 1.190 eV
Largest force on an atom ... 1.7 eV/Å
Charge ... +1
LUMO energy (spin up / spin down) ... -4.24 / -4.24 eV
Energy ... -569.27205 a.u.

Geometry as XYZ:
```
12
Properties=species:S:1:pos:R:3:lowdin_charge:R:1
O 3.88034 0.81175 0.64379 -0.22
C 2.59686 1.31021 0.61687 -0.35
C 4.95631 1.69628 0.63598 -0.23
O 1.82787 0.32684 0.48187 -0.16
C 5.80851 1.77112 -0.38217 0.10
Cs -2.73743 -0.07316 -0.06931 0.96
H 5.04600 2.22870 1.58170 0.12
H 6.64770 2.46178 -0.30801 0.08
H 5.63282 1.27954 -1.34146 0.10
Li 2.59810 3.45619 0.77204 0.79
Mg 3.25636 -1.25547 0.38514 0.69
O 3.96037 -2.61698 -0.57306 -0.88
```



# 10
A structure of composition C3H3CuLiO4 in a non-equilibrium geometry. Source: OMol25; level of theory: ωB97M-V with the def2-TZVPD basis set.

Output
2S+1 ... 2
Energy relative to the best compared isomer or geometry (same formula, charge and spin) ... 2.704 eV
Largest force on an atom ... 1.3 eV/Å
LUMO energy (spin up / spin down) ... -1.26 / -1.64 eV
Energy ... -2064.99297 a.u.

Geometry as XYZ:
```
12
Properties=species:S:1:pos:R:3:lowdin_charge:R:1
C -2.03903 -0.03267 -0.83268 -0.27
O -2.03080 1.09860 -0.30377 -0.16
O -1.42033 -0.89662 0.13503 -0.30
C -1.61799 -2.28646 -0.01613 -0.14
H -1.10325 -2.78631 0.81236 0.08
H -2.69423 -2.51299 -0.01627 0.08
H -1.17814 -2.65573 -0.95351 0.08
Cu -0.40492 0.91667 1.11741 0.51
C 2.06132 0.32714 -0.84938 -0.42
O 3.20054 0.05282 -1.25138 -0.10
O 1.77073 0.85788 0.25268 -0.19
Li 3.76928 1.20481 0.37262 0.83
```



# 11
A structure of composition C3H3CuO3 in a non-equilibrium geometry. Source: OMol25; level of theory: ωB97M-V with the def2-TZVPD basis set.

Output
2S+1 ... 2
Energy relative to the best compared isomer or geometry (same formula, charge and spin) ... 0.286 eV
Largest force on an atom ... 1.9 eV/Å
Charge ... +1
LUMO energy (spin up / spin down) ... -5.39 / -6.31 eV
Energy ... -1981.99353 a.u.

Geometry as XYZ:
```
10
Properties=species:S:1:pos:R:3:lowdin_charge:R:1
O 0.41095 1.68054 -1.60216 0.26
Cu -1.63742 1.32268 1.86856 0.72
O -0.13578 2.34600 0.55449 0.17
C 0.20017 1.96552 -0.49672 -0.36
O -0.45248 -0.25659 1.20018 -0.06
C 0.69767 -1.22522 -0.57886 0.18
H 1.54731 -0.54660 -0.48349 0.09
H 0.67841 -1.97452 -1.37077 0.10
C -0.31644 -1.22079 0.42249 -0.25
H -0.99238 -2.09100 0.48631 0.14
```



# 12
An isolated molecule of C3H3F in a non-equilibrium geometry. Source: OMol25; level of theory: ωB97M-V with the def2-TZVPD basis set.

Output
Energy relative to the best compared isomer or geometry (same formula, charge and spin) ... 0.534 eV
Largest force on an atom ... 2.6 eV/Å
SMILES ... CC#CF
LUMO energy ... 0.86 eV
Energy ... -215.86271 a.u.

Geometry as XYZ:
```
7
Properties=species:S:1:pos:R:3:lowdin_charge:R:1
C 1.64202 -0.04234 0.03110 -0.10
C 2.82654 0.10860 -0.06406 -0.16
C 0.16246 -0.01547 -0.01100 -0.13
F 4.08408 -0.03448 0.02153 0.13
H -0.28213 0.09508 -1.10480 0.12
H -0.07351 0.84422 0.55361 0.03
H -0.35114 -0.88400 0.59460 0.11
```